{
  "formula": "C3H5O3S2",
  "method": "ωB97M-V/def2-TZVPD",
  "molar_mass_g_mol": 153.2,
  "homo_ha": -0.13946,
  "spin_multiplicity": 1,
  "charge": -1,
  "lumo_energy_ev": 3.466,
  "smiles": "CCOC([S-])=S(=O)=O",
  "homo_lumo_gap_ev": 7.2611,
  "species": ["C", "C", "O", "C", "S", "S", "O", "O", "H", "H", "H", "H", "H"],
  "coordinates": [[-1.9498, 0.4235, -0.2246], [-0.5540, -0.1344, 0.1613], [0.3125, 1.0176, 0.3576], [1.6076, 0.8011, 0.1997], [2.6216, 2.0530, 0.2803], [2.1415, -1.0931, -0.0402], [1.5082, -1.5364, -1.3036], [1.4429, -1.7474, 1.0974], [-2.7738, -0.0079, 0.4075], [-1.8096, 1.4674, 0.0274], [-1.9701, 0.1995, -1.2959], [-0.1032, -0.6246, -0.6998], [-0.4738, -0.8182, 1.0330]],
  "nbo_charge": [-0.65, -0.12, -0.53, -0.02, -0.18, 1.49, -1.04, -1.04, 0.20, 0.22, 0.21, 0.23, 0.22]
}

{
  "formula": "C3H5O4",
  "method": "ωB97M-V/def2-TZVPD",
  "molar_mass_g_mol": 105.1,
  "homo_ha": [-0.53342, -0.53914],
  "spin_multiplicity": 1,
  "charge": 1,
  "lumo_energy_ev": [-9.190, -7.046],
  "homo_lumo_gap_ev": [5.3251, 7.6243],
  "species": ["C", "C", "C", "O", "O", "O", "O", "H", "H", "H", "H", "H"],
  "coordinates": [[2.4833, -0.1306, 0.0244], [1.2471, -0.6283, -0.1410], [0.1260, 0.3889, 0.0876], [-4.4536, 0.2728, 0.0083], [-1.0615, -0.3396, -0.0262], [-3.4022, -0.3171, 0.2221], [-2.1703, 0.4277, -0.2065], [3.4111, -0.8350, -0.0421], [2.7888, 0.9749, 0.1176], [0.8419, -1.6491, -0.3998], [0.0875, 1.0746, -0.7375], [0.1019, 0.7608, 1.0932]],
  "nbo_charge": [-0.32, -0.25, -0.16, 0.11, 0.03, 0.19, 0.13, 0.25, 0.24, 0.26, 0.26, 0.27]
}

{
  "formula": "C3H5O4Ru",
  "method": "ωB97M-V/def2-TZVPD",
  "molar_mass_g_mol": 206.1,
  "homo_ha": [-0.49417, -0.55096],
  "spin_multiplicity": 7,
  "s_squared": 12.0051,
  "charge": 1,
  "lumo_energy_ev": [-4.283, -9.079],
  "homo_lumo_gap_ev": [9.1641, 5.9134],
  "species": ["C", "O", "C", "O", "Ru", "H", "H", "H", "H", "H", "O", "C", "O"],
  "coordinates": [[0.3769, 1.6407, 1.2474], [0.5348, 0.6358, 0.2714], [-0.6685, 0.2383, -0.3504], [-0.3283, -0.7559, -1.2514], [1.4966, -0.7754, -2.2146], [1.3705, 1.8462, 1.6598], [-0.0203, 2.5656, 0.7984], [-0.2966, 1.2982, 2.0497], [-1.1129, 1.0842, -0.9041], [-1.3596, -0.1570, 0.4145], [0.9146, -2.6635, -1.2670], [-0.1260, -2.3163, -0.6987], [-0.7813, -2.6409, 0.2450]],
  "mulliken_spin": [0.01, 0.05, -0.02, 0.10, 5.65, 0.00, 0.00, 0.00, 0.00, 0.00, 0.16, -0.03, 0.07]
}

{
  "formula": "C3H5O4S",
  "method": "ωB97M-V/def2-TZVPD",
  "molar_mass_g_mol": 137.1,
  "homo_ha": -0.19074,
  "spin_multiplicity": 1,
  "charge": -1,
  "lumo_energy_ev": 3.211,
  "homo_lumo_gap_ev": 8.4015,
  "species": ["C", "C", "C", "O", "O", "O", "O", "S", "H", "H", "H", "H", "H"],
  "coordinates": [[-1.2263, 0.0242, 2.9592], [0.7151, -0.4309, 1.2956], [-0.7116, -0.5641, 0.7218], [-1.1260, 1.2271, 3.0623], [-1.0214, -0.8588, 3.7378], [-0.8815, -0.6992, -0.4650], [-1.7018, -0.4480, 1.5761], [-2.0402, 1.5279, -3.1080], [0.6480, 0.6468, 1.6631], [1.4713, -0.6102, 0.4317], [0.7537, -1.1831, 2.0923], [-0.6869, 1.3308, -2.8299], [-2.6152, 1.3853, -1.8931]],
  "nbo_charge": [0.95, -0.78, 0.81, -0.74, -0.72, -0.67, -0.57, -0.35, 0.26, 0.21, 0.25, 0.17, 0.18]
}

{
  "formula": "C3H5O4S",
  "method": "ωB97M-V/def2-TZVPD",
  "molar_mass_g_mol": 137.1,
  "homo_ha": -0.14639,
  "spin_multiplicity": 1,
  "charge": -1,
  "lumo_energy_ev": 3.156,
  "homo_lumo_gap_ev": 7.1392,
  "species": ["C", "C", "C", "O", "O", "O", "O", "S", "H", "H", "H", "H", "H"],
  "coordinates": [[0.6595, 1.0420, -0.5869], [0.4013, 0.9804, 0.7037], [-1.0899, -2.3722, 0.2895], [0.7743, -0.0815, -1.3267], [0.8910, 2.1901, -1.2431], [0.2611, 1.9706, 1.6836], [0.1251, -2.0665, 0.2299], [-1.7351, -3.8429, 0.5736], [0.1302, -0.0167, 0.9954], [-1.7011, -1.4968, 0.3505], [-0.1510, 2.6367, 1.2444], [0.6021, -0.9134, -0.6942], [0.8326, 1.9701, -2.2198]],
  "nbo_charge": [0.51, -0.13, 0.12, -0.76, -0.71, -0.70, -0.74, -0.38, 0.20, 0.10, 0.46, 0.53, 0.48]
}

{
  "formula": "C3H5O4Tl",
  "method": "ωB97M-V/def2-TZVPD",
  "molar_mass_g_mol": 309.5,
  "homo_ha": -0.67688,
  "spin_multiplicity": 1,
  "charge": 2,
  "lumo_energy_ev": -12.694,
  "homo_lumo_gap_ev": 5.7251,
  "species": ["O", "C", "C", "O", "O", "C", "H", "H", "H", "H", "O", "H", "Tl"],
  "coordinates": [[-1.1370, 0.0809, -0.0107], [-1.2366, 1.2874, -0.7949], [-1.6784, -1.1429, -0.3824], [-0.5499, 2.1548, -0.1800], [-1.5546, 1.1967, -1.9549], [-0.9380, -2.1819, -0.7673], [-2.7020, -0.9962, -0.7304], [0.9113, -1.1939, 2.4813], [-1.4098, -2.9749, -1.3453], [0.1052, -2.3020, -0.4800], [1.2941, -0.3052, 2.2498], [1.9907, -0.0891, 2.8807], [0.4986, 0.9042, 0.9656]],
  "mulliken_charge": [-0.25, 0.63, 0.32, -0.35, -0.30, -0.61, 0.36, 0.44, 0.26, 0.12, -0.45, 0.43, 1.41]
}

{
  "formula": "C3H5OS",
  "method": "ωB97M-V/def2-TZVPD",
  "molar_mass_g_mol": 89.1,
  "homo_ha": -0.09347,
  "spin_multiplicity": 1,
  "charge": -1,
  "lumo_energy_ev": 4.197,
  "smiles": "O=CCC[S-]",
  "homo_lumo_gap_ev": 6.7403,
  "species": ["O", "C", "C", "C", "S", "H", "H", "H", "H", "H"],
  "coordinates": [[1.9993, 1.1763, -0.4948], [0.8147, 0.9361, -0.6110], [-0.0702, 0.4216, 0.4967], [-0.5000, -1.0444, 0.2459], [-0.8181, -1.4115, -1.4931], [0.2863, 1.2494, -1.5226], [0.3663, 0.5352, 1.4898], [-0.9714, 1.0376, 0.3841], [0.2844, -1.6720, 0.6713], [-1.3913, -1.2283, 0.8338]],
  "nbo_charge": [-0.60, 0.47, -0.52, -0.51, -0.70, 0.12, 0.19, 0.20, 0.17, 0.17]
}

{
  "formula": "C3H5OS",
  "method": "ωB97M-V/def2-TZVPD",
  "molar_mass_g_mol": 89.1,
  "homo_ha": -0.11663,
  "spin_multiplicity": 1,
  "charge": -1,
  "lumo_energy_ev": 3.965,
  "homo_lumo_gap_ev": 7.1384,
  "species": ["C", "C", "C", "O", "S", "H", "H", "H", "H", "H"],
  "coordinates": [[2.1482, -0.7286, 0.1028], [-1.2912, 0.7187, -0.7841], [-1.7050, 0.3645, 0.4437], [1.7882, 0.2251, -0.6108], [3.4380, -1.8210, 0.2260], [-0.1782, 1.0711, -0.8605], [1.3483, -1.0575, 1.1973], [-1.8760, 0.8585, -1.6550], [-2.7867, 0.3324, 0.7410], [-0.8856, 0.0368, 1.1997]],
  "nbo_charge": [0.21, -0.40, -0.44, -0.69, -0.46, 0.25, -0.04, 0.17, 0.17, 0.22]
}

Repeat the fifth record exactly.
{
  "formula": "C3H5O4S",
  "method": "ωB97M-V/def2-TZVPD",
  "molar_mass_g_mol": 137.1,
  "homo_ha": -0.14639,
  "spin_multiplicity": 1,
  "charge": -1,
  "lumo_energy_ev": 3.156,
  "homo_lumo_gap_ev": 7.1392,
  "species": ["C", "C", "C", "O", "O", "O", "O", "S", "H", "H", "H", "H", "H"],
  "coordinates": [[0.6595, 1.0420, -0.5869], [0.4013, 0.9804, 0.7037], [-1.0899, -2.3722, 0.2895], [0.7743, -0.0815, -1.3267], [0.8910, 2.1901, -1.2431], [0.2611, 1.9706, 1.6836], [0.1251, -2.0665, 0.2299], [-1.7351, -3.8429, 0.5736], [0.1302, -0.0167, 0.9954], [-1.7011, -1.4968, 0.3505], [-0.1510, 2.6367, 1.2444], [0.6021, -0.9134, -0.6942], [0.8326, 1.9701, -2.2198]],
  "nbo_charge": [0.51, -0.13, 0.12, -0.76, -0.71, -0.70, -0.74, -0.38, 0.20, 0.10, 0.46, 0.53, 0.48]
}